Entry 1:
The following is a quantum chemistry calculation of a structure of composition C31H28N4O8STc, from OMol25.

Atoms and positions in Å:
Tc1 0.312 0.239 0.564
C1 -1.781 4.735 0.741
O1 -1.671 4.675 -0.674
C2 -2.133 3.542 -1.313
C3 -3.119 3.795 -2.266
C4 -3.629 2.717 -3.001
C5 -3.180 1.445 -2.767
C6 -2.156 1.165 -1.804
C7 -1.738 -0.173 -1.713
N1 -0.818 -0.676 -0.871
N2 -0.477 -1.980 -1.162
C8 0.492 -2.397 -0.405
O2 1.058 -1.666 0.526
C9 1.034 -3.749 -0.649
C10 1.887 -4.328 0.292
C11 2.434 -5.587 0.075
C12 2.147 -6.290 -1.088
C13 1.301 -5.716 -2.034
C14 0.752 -4.461 -1.819
C15 -1.601 2.271 -1.065
O3 -0.671 1.876 1.182
H1 -2.609 5.407 1.002
H2 -0.851 5.140 1.140
H3 -1.954 3.759 1.188
H4 -3.471 4.810 -2.400
H5 -4.397 2.889 -3.749
H6 -3.586 0.613 -3.333
H7 -2.170 -0.890 -2.405
H8 2.117 -3.759 1.184
H9 3.094 -6.020 0.818
H10 2.581 -7.268 -1.262
H11 1.079 -6.249 -2.952
H12 0.092 -4.005 -2.545
O4 6.567 -0.827 -2.088
C16 5.960 -0.158 -1.042
O5 6.641 0.210 -0.136
C17 4.500 0.037 -1.230
C18 3.877 0.004 -2.464
N3 2.587 0.285 -2.258
N4 2.320 0.499 -0.974
C19 3.450 0.354 -0.313
C20 3.364 0.495 1.206
O6 4.395 0.429 1.864
O7 2.179 0.686 1.639
H13 5.888 -1.198 -2.662
H14 4.253 -0.157 -3.464
H15 1.835 0.365 -2.923
O8 -0.470 -0.558 3.211
S1 0.338 -0.490 4.463
C21 -0.815 0.227 5.695
C22 -0.674 1.763 5.667
C23 0.147 2.115 4.422
C24 1.248 1.067 4.395
H16 -0.597 -0.212 6.670
H17 -1.788 -0.125 5.355
H18 -0.130 2.088 6.559
H19 -1.646 2.258 5.676
H20 0.533 3.135 4.443
H21 -0.447 2.001 3.511
H22 1.881 1.091 5.290
H23 1.858 1.037 3.488
C25 -0.422 2.127 -0.131
C26 0.738 3.019 -0.433
C27 1.586 3.467 0.585
C28 2.732 4.194 0.297
C29 3.061 4.515 -1.017
C30 2.206 4.108 -2.036
C31 1.061 3.379 -1.748
H24 1.350 3.183 1.602
H25 3.388 4.498 1.106
H26 3.964 5.071 -1.241
H27 2.437 4.358 -3.066
H28 0.395 3.071 -2.549

Spin multiplicity: 4
Relative energy (zero: lowest compared OMol25 entry of this formula, charge and spin) in eV: 0.000
Frontier orbital gap (spin up / spin down) in eV: 3.295 / 4.159
DFT total energy in a.u.: -2498.04480
Maximum force in Eh/bohr: 0.026
Charge: -2
HOMO (spin up / spin down) in eV: 0.92 / 0.06
E_LUMO (spin up / spin down) in eV: 4.2 / 4.2


Entry 2:
The following is a quantum chemistry calculation of a structure of composition C31H29Br2IrN2O3P2S, from OMol25.

Atoms and positions in Å:
Ir1 -0.478 0.981 0.204
Br1 5.938 2.551 -0.809
C1 4.175 2.066 -0.502
C2 3.868 0.914 0.218
C3 2.543 0.586 0.403
N1 1.536 1.330 -0.078
C4 1.827 2.487 -0.717
C5 3.134 2.865 -0.961
C6 0.661 3.329 -1.039
C7 0.728 4.521 -1.723
C8 -0.441 5.251 -1.947
Br2 -0.374 6.852 -2.873
C9 -1.648 4.754 -1.467
C10 -1.651 3.554 -0.791
N2 -0.521 2.862 -0.570
H1 4.645 0.283 0.626
H2 2.266 -0.304 0.952
H3 3.358 3.784 -1.481
H4 1.668 4.899 -2.097
H5 -2.578 5.282 -1.623
H6 -2.569 3.128 -0.411
O1 -4.003 0.938 -1.596
S1 -2.876 0.332 -0.999
O2 -1.554 0.450 -1.696
O3 -2.534 0.875 0.394
C11 -3.136 -1.373 -0.712
C12 -4.402 -1.896 -0.858
C13 -4.616 -3.241 -0.550
C14 -3.569 -4.024 -0.101
C15 -2.291 -3.487 0.042
C16 -2.059 -2.147 -0.265
P1 -0.361 -1.554 -0.282
C17 0.537 -2.449 0.954
C18 1.789 -3.026 0.669
C19 2.425 -3.777 1.637
C20 1.832 -3.955 2.888
C21 0.591 -3.391 3.177
C22 -0.053 -2.632 2.221
C23 0.306 -1.764 -1.924
C24 -0.525 -2.356 -2.885
C25 -0.047 -2.584 -4.164
C26 1.245 -2.207 -4.502
C27 2.068 -1.601 -3.558
C28 1.603 -1.373 -2.276
H7 -5.210 -1.266 -1.205
H8 -5.604 -3.665 -0.665
H9 -3.732 -5.068 0.131
H10 -1.480 -4.128 0.359
H11 2.224 -2.933 -0.316
H12 3.370 -4.254 1.415
H13 2.334 -4.556 3.636
H14 0.130 -3.559 4.140
H15 -1.032 -2.217 2.429
H16 -1.535 -2.651 -2.640
H17 -0.686 -3.055 -4.898
H18 1.614 -2.383 -5.504
H19 3.074 -1.310 -3.825
H20 2.262 -0.908 -1.559
C29 0.011 0.448 3.575
P2 -0.195 1.754 2.354
C30 1.177 2.897 2.594
C31 -1.691 2.642 2.812
H21 0.111 0.912 4.559
H22 0.901 -0.146 3.373
H23 -0.871 -0.190 3.582
H24 1.144 3.255 3.625
H25 1.081 3.757 1.931
H26 2.138 2.410 2.428
H27 -1.576 3.033 3.824
H28 -2.548 1.969 2.778
H29 -1.868 3.476 2.133

Spin multiplicity: 2
Relative energy (zero: lowest compared OMol25 entry of this formula, charge and spin) in eV: 0.725
Frontier orbital gap (spin up / spin down) in eV: 7.966 / 4.978
DFT total energy in a.u.: -7866.32665
Maximum force in Eh/bohr: 0.006
Charge: +3
HOMO (spin up / spin down) in eV: -17.27 / -17.29
E_LUMO (spin up / spin down) in eV: -9.3 / -12.3


Question: What is the charge in the first record?
Answer: -2